Entry 1:
{"formula": "C4H9NO2S", "method": "the ωB97M-V functional and the def2-TZVPD basis", "homo_lumo_gap_ev": [7.00, 8.10], "energy_ha": -760.95969, "spin_multiplicity": 3, "largest_force_ev_per_a": 4.22, "de_lowest_kj_mol": 277.7, "lumo_ev": [0.692, -1.538], "homo_ha": [-0.232, -0.354], "symbols": ["C", "C", "C", "C", "N", "O", "O", "S", "H", "H", "H", "H", "H", "H", "H", "H", "H"], "xyz": [[0.3545, -1.0863, 0.2762], [1.5422, -0.9762, 1.1716], [0.3195, 1.4758, -0.8573], [-1.7056, 0.9181, 0.2446], [-0.2451, 0.9149, 0.3039], [-0.7587, -1.6861, -2.1316], [-0.5804, -2.0476, 0.4554], [0.1526, -2.1273, -1.1243], [2.3722, -1.0618, 0.5343], [1.4721, -0.1753, 1.9045], [1.7190, -1.8410, 1.8005], [1.2901, 0.9121, -0.9643], [-0.0169, 1.5976, -1.8612], [0.3775, 2.4619, -0.4403], [-2.0611, 0.4534, 1.0895], [-2.1113, 1.9030, 0.1924], [-2.1204, 0.3646, -0.5938]], "forces_ev_per_angstrom": [[1.1792, -2.0712, 0.0602], [-0.8683, -0.7940, 0.8752], [2.8635, -0.7407, 1.0340], [1.3687, 0.2618, -0.7323], [-3.9211, 1.0373, -1.1542], [-0.7711, 1.1782, -1.2554], [-0.2228, -0.3932, 0.2720], [0.6776, -1.3466, 1.4601], [1.5898, 1.0205, -0.7065], [0.3319, 0.5098, -0.6535], [-0.6500, -0.7296, 0.1428], [-0.2346, 1.2861, 0.0233], [-1.7387, -0.5058, -0.5725], [1.2633, 1.3849, -0.3153], [-0.9529, -0.9817, 2.1429], [-0.2897, 1.0423, -0.1005], [0.3752, -0.1585, -0.5203]]}



Entry 2:
{"formula": "C15H27N2O2PdSe2", "method": "the ωB97M-V functional and the def2-TZVPD basis", "charge": 1, "homo_lumo_gap_ev": [8.16, 6.93], "energy_ha": -5778.18171, "spin_multiplicity": 3, "largest_force_ev_per_a": 0.39, "de_lowest_kj_mol": 104.6, "lumo_ev": [-2.499, -4.296], "homo_ha": [-0.392, -0.413], "symbols": ["Pd", "C", "Se", "C", "C", "Se", "C", "H", "H", "H", "H", "H", "H", "H", "H", "H", "H", "N", "C", "C", "O", "O", "H", "H", "H", "H", "C", "N", "C", "C", "C", "C", "C", "C", "C", "C", "H", "H", "H", "H", "H", "H", "H", "H", "H", "H", "H", "H", "H"], "xyz": [[0.6845, 0.5465, -0.1899], [3.7992, 1.3357, 1.1793], [3.2734, 0.3986, -0.4378], [3.4653, 1.8525, -1.7263], [2.7838, 3.1415, -1.3169], [0.8470, 2.9446, -1.1656], [0.5928, 4.2099, 0.2772], [4.7033, 1.9065, 0.9800], [4.0060, 0.5698, 1.9219], [2.9873, 1.9666, 1.5319], [3.0540, 1.4510, -2.6536], [4.5320, 2.0166, -1.8786], [2.9808, 3.9197, -2.0536], [3.1467, 3.4888, -0.3505], [0.9708, 3.7824, 1.2004], [-0.4764, 4.3814, 0.3522], [1.1019, 5.1311, 0.0051], [-1.9507, 2.0557, 0.0808], [-2.0252, 2.0432, 1.5450], [-0.8049, 1.4072, 2.2348], [-0.9753, 0.8906, 3.3211], [0.3555, 1.4957, 1.6451], [-2.8530, 2.1109, -0.3730], [-1.4649, 1.2199, -0.2368], [-2.9052, 1.5287, 1.9407], [-2.0731, 3.0726, 1.9119], [-2.6756, -1.3465, -1.3304], [-2.8351, -1.7339, 0.1022], [-3.5204, -3.0543, 0.1983], [-1.5217, -1.7127, 0.8993], [-0.3842, -2.3228, 0.1419], [-0.2105, -3.7055, 0.2400], [0.7768, -4.3508, -0.4814], [1.5909, -3.5983, -1.3148], [1.4509, -2.2193, -1.3645], [0.4835, -1.5266, -0.6281], [-3.6665, -1.1907, -1.7497], [-2.1622, -2.1555, -1.8416], [-2.0741, -0.4459, -1.3966], [-3.4379, -1.0452, 0.5513], [-2.8394, -3.8115, -0.1805], [-4.4232, -3.0250, -0.4064], [-3.7654, -3.2484, 1.2392], [-1.7500, -2.2473, 1.8205], [-1.3450, -0.6721, 1.1595], [-0.8471, -4.2811, 0.9038], [0.9139, -5.4194, -0.3895], [2.3613, -4.0806, -1.9025], [2.1253, -1.6747, -2.0149]], "forces_ev_per_angstrom": [[0.2286, -0.1526, -0.2030], [-0.0296, 0.0407, 0.0054], [0.0504, -0.0418, 0.0709], [-0.0060, 0.0463, -0.0152], [0.0707, -0.0292, 0.0713], [-0.1362, -0.0645, -0.1124], [-0.0093, 0.0062, -0.0044], [0.0059, -0.0079, 0.0103], [-0.0073, -0.0040, -0.0010], [0.0020, -0.0086, -0.0031], [0.0238, 0.0236, -0.0131], [0.0002, -0.0062, 0.0324], [-0.0167, -0.0102, -0.0118], [0.0029, 0.0112, -0.0118], [0.0137, 0.0125, -0.0018], [0.0010, -0.0216, -0.0068], [-0.0005, 0.0040, 0.0100], [0.2612, -0.0180, 0.1281], [-0.0691, 0.0249, 0.0325], [0.0885, 0.0345, 0.0607], [-0.0756, 0.0083, -0.0025], [-0.0923, 0.0535, 0.0406], [-0.0459, 0.0252, 0.0782], [-0.3232, 0.0791, -0.2056], [0.0165, 0.0058, -0.0007], [-0.0366, -0.0060, 0.0045], [0.0002, -0.0221, 0.1083], [0.0202, -0.0487, -0.0021], [0.0187, 0.0563, 0.0117], [-0.0691, -0.0167, 0.0693], [0.0298, 0.0626, 0.0636], [-0.0740, -0.0313, -0.0764], [0.0080, 0.0199, -0.0244], [-0.0296, -0.0313, -0.0087], [-0.0652, 0.0804, -0.1802], [0.1629, -0.0956, 0.1620], [0.0077, 0.0067, -0.0315], [0.0076, 0.0240, -0.0263], [-0.0044, -0.0001, -0.0292], [0.0056, 0.0354, -0.0263], [-0.0334, -0.0091, -0.0119], [-0.0149, -0.0204, 0.0207], [0.0008, -0.0302, -0.0067], [0.0546, 0.0254, 0.0287], [0.0021, -0.0072, -0.0622], [0.0199, 0.0029, 0.0288], [-0.0031, -0.0064, -0.0057], [-0.0041, -0.0065, -0.0095], [0.0426, 0.0067, 0.0564]]}



Entry 3:
{"formula": "C4H9NO3", "method": "the ωB97M-V functional and the def2-TZVPD basis", "homo_lumo_gap_ev": 3.29, "energy_ha": -437.70478, "largest_force_ev_per_a": 6.46, "de_lowest_kj_mol": 1639.1, "lumo_ev": -5.443, "homo_ha": -0.321, "symbols": ["C", "N", "C", "C", "O", "C", "O", "O", "H", "H", "H", "H", "H", "H", "H", "H", "H"], "xyz": [[0.2356, -1.1605, 1.5453], [-0.2929, -1.5066, 0.2374], [0.2995, -0.7795, -0.7764], [-0.0802, 0.8118, -0.9291], [-1.5929, 2.5485, 0.0199], [-0.6262, -0.1891, -1.9543], [-0.1961, -0.3186, -3.1913], [2.0579, -0.1836, 3.7959], [-0.1190, -0.1164, 1.8591], [1.2842, -1.1344, 1.5752], [-0.0621, -1.8085, 2.3234], [2.5766, 0.0130, 4.6091], [1.3462, -0.9653, -1.2805], [-0.7863, 1.2982, -0.1397], [0.4010, 1.7115, -1.3400], [-2.0437, 3.3736, 0.2632], [-1.6706, -0.2916, -1.8410]], "forces_ev_per_angstrom": [[-1.7632, 0.4148, -1.0229], [1.4187, 1.8407, -0.5700], [2.5863, 2.6308, 1.4099], [1.1139, -0.9863, 2.4444], [-0.9444, -0.2589, -0.3822], [-1.3266, -0.4249, -6.3120], [-0.6107, 0.5484, 4.5031], [-0.0202, -0.0464, -0.0074], [0.4525, -0.5774, -0.4246], [2.0499, 0.6078, -0.0538], [-0.8428, -0.9212, 0.5033], [-0.4433, -0.1483, -0.6619], [-2.0266, -0.1160, 1.1446], [-0.0934, -0.8173, -0.7956], [1.1063, -1.0573, -0.3713], [0.7553, -0.0812, 0.1979], [-1.4117, -0.6074, 0.3986]]}



Entry 4:
{"formula": "C48H40InN8O2P", "method": "the ωB97M-V functional and the def2-TZVPD basis", "homo_lumo_gap_ev": 6.60, "energy_ha": -2973.10509, "largest_force_ev_per_a": 0.21, "de_lowest_kj_mol": 0.0, "lumo_ev": -0.316, "homo_ha": -0.254, "symbols": ["In", "C", "O", "C", "C", "C", "C", "C", "C", "N", "N", "C", "C", "O", "C", "C", "C", "C", "C", "C", "C", "C", "H", "H", "H", "H", "H", "H", "H", "H", "H", "H", "H", "H", "H", "C", "C", "C", "C", "C", "C", "P", "C", "C", "C", "C", "C", "C", "C", "C", "C", "C", "C", "C", "H", "H", "H", "H", "H", "H", "H", "H", "H", "H", "H", "H", "H", "H", "C", "C", "C", "C", "C", "C", "N", "C", "C", "C", "C", "C", "C", "H", "H", "H", "H", "H", "H", "H", "H", "H", "H", "N", "N", "N", "C", "N", "N", "H", "H", "H"], "xyz": [[0.3979, -0.5997, 0.6503], [3.8637, -3.1205, -0.6565], [3.3584, -1.9112, -0.1180], [3.8311, -0.7416, -0.6343], [4.7028, -0.6447, -1.7108], [5.1165, 0.6097, -2.1519], [4.6773, 1.7620, -1.5218], [3.8053, 1.6629, -0.4455], [3.3769, 0.4233, -0.0094], [2.4179, 0.2855, 1.0365], [2.6654, 1.0098, 2.0452], [1.9126, 0.9908, 3.1710], [1.0007, -0.0444, 3.5229], [0.6933, -1.0174, 2.7486], [0.4214, -0.0122, 4.8401], [0.6873, 0.9903, 5.7020], [1.5838, 2.0593, 5.3722], [1.8361, 3.1008, 6.2828], [2.7009, 4.1164, 5.9637], [3.3354, 4.1090, 4.7134], [3.0967, 3.1051, 3.8063], [2.2162, 2.0517, 4.1164], [4.9385, -3.2088, -0.4823], [3.3434, -3.9219, -0.1379], [3.6642, -3.1949, -1.7287], [5.0676, -1.5307, -2.2089], [5.7941, 0.6724, -2.9936], [5.0013, 2.7349, -1.8668], [3.4141, 2.5441, 0.0464], [-0.2598, -0.8161, 5.0863], [0.2139, 1.0046, 6.6776], [1.3331, 3.0861, 7.2428], [2.8916, 4.9163, 6.6669], [4.0193, 4.9080, 4.4553], [3.5802, 3.1154, 2.8402], [-6.6165, -2.9318, -1.0809], [-5.7827, -3.0160, 0.0282], [-4.4837, -2.5440, -0.0430], [-3.9899, -1.9920, -1.2273], [-4.8335, -1.9047, -2.3297], [-6.1404, -2.3726, -2.2556], [-2.2951, -1.3077, -1.1807], [-1.9108, -1.0741, -2.9675], [-1.7307, 0.2413, -3.3903], [-1.4508, 0.5307, -4.7218], [-1.3298, -0.4990, -5.6421], [-1.5006, -1.8165, -5.2316], [-1.7961, -2.0994, -3.9081], [-1.3206, -2.7979, -0.7115], [-1.6878, -4.1037, -1.0435], [-0.8979, -5.1760, -0.6606], [0.2548, -4.9546, 0.0850], [0.6048, -3.6620, 0.4503], [-0.1733, -2.5704, 0.0568], [-7.6338, -3.2974, -1.0253], [-6.1495, -3.4437, 0.9526], [-3.8427, -2.5988, 0.8296], [-4.4755, -1.4703, -3.2552], [-6.7853, -2.2984, -3.1222], [-1.8173, 1.0431, -2.6646], [-1.3396, 1.5624, -5.0363], [-1.1162, -0.2813, -6.6814], [-1.4093, -2.6219, -5.9490], [-1.9351, -3.1275, -3.6027], [-2.6139, -4.2862, -1.5769], [-1.1903, -6.1845, -0.9252], [0.8641, -5.7924, 0.4020], [1.4849, -3.5013, 1.0657], [1.2501, 4.8965, 0.2780], [0.7912, 4.5517, 1.5467], [0.1493, 3.3440, 1.7558], [-0.0495, 2.4487, 0.6993], [0.3967, 2.8092, -0.5669], [1.0467, 4.0197, -0.7759], [-0.6432, 1.1891, 0.9214], [-1.9313, 1.1328, 1.4394], [-2.8389, 2.1947, 1.3122], [-4.1386, 2.0768, 1.7760], [-4.5869, 0.9058, 2.3732], [-3.6974, -0.1503, 2.5080], [-2.3912, -0.0399, 2.0591], [1.7552, 5.8404, 0.1176], [0.9494, 5.2219, 2.3828], [-0.1929, 3.0687, 2.7470], [0.2324, 2.1300, -1.3913], [1.3934, 4.2746, -1.7706], [-2.5222, 3.1109, 0.8306], [-4.8158, 2.9140, 1.6558], [-5.6051, 0.8200, 2.7283], [-4.0163, -1.0703, 2.9844], [-1.7072, -0.8680, 2.2235], [2.4553, 0.6146, -4.8229], [1.9263, -0.0913, -3.7572], [1.7534, -1.3890, -3.8032], [1.2743, -1.6207, -2.5907], [1.1950, -0.5000, -1.8587], [1.6015, 0.4771, -2.6370], [1.7800, 0.5629, -5.5812], [2.5436, 1.5745, -4.5063], [0.9840, -2.5945, -2.2355]], "forces_ev_per_angstrom": [[0.1195, 0.0387, -0.1653], [0.0087, 0.0096, -0.0379], [-0.0227, 0.0595, -0.0652], [0.1058, -0.0892, 0.0403], [-0.0343, -0.0110, 0.0126], [-0.0067, 0.0188, 0.0174], [-0.0009, -0.0256, -0.0075], [-0.0410, -0.0161, 0.0178], [0.0321, 0.0958, 0.0654], [-0.0712, -0.0641, 0.0171], [0.0696, 0.0317, -0.0358], [-0.0060, 0.0187, 0.0425], [-0.0421, 0.0298, -0.1243], [0.0679, -0.0087, 0.1567], [0.0304, -0.0014, 0.0131], [-0.0015, 0.0031, -0.0101], [0.0041, 0.0031, -0.0004], [-0.0061, 0.0014, 0.0020], [-0.0029, 0.0053, -0.0027], [0.0043, -0.0078, 0.0050], [0.0091, -0.0134, 0.0020], [0.0083, -0.0380, 0.0250], [0.0150, 0.0319, -0.0052], [0.0458, 0.0252, -0.0439], [-0.0257, -0.0182, -0.0091], [0.0049, -0.0259, 0.0038], [-0.0011, 0.0009, -0.0034], [0.0128, 0.0016, 0.0020], [0.0044, 0.0048, 0.0116], [0.0024, 0.0000, -0.0019], [-0.0027, 0.0020, -0.0011], [0.0006, 0.0002, -0.0002], [0.0008, 0.0005, 0.0009], [0.0014, 0.0025, -0.0013], [-0.0057, 0.0031, -0.0035], [0.0010, -0.0001, 0.0018], [-0.0100, 0.0036, -0.0093], [-0.0125, -0.0004, 0.0001], [0.0013, 0.0226, -0.0134], [0.0036, 0.0031, -0.0188], [0.0007, 0.0007, 0.0030], [0.0827, -0.0414, -0.0513], [-0.0655, -0.0532, -0.0261], [-0.0242, -0.0059, 0.0166], [0.0184, 0.0468, 0.0366], [0.0142, -0.0186, -0.0164], [-0.0178, -0.0091, 0.0001], [-0.0019, 0.0467, 0.0292], [-0.0875, 0.0010, -0.0339], [-0.0188, -0.0147, -0.0125], [0.0158, 0.0105, 0.0210], [-0.0239, 0.0209, 0.0008], [-0.0370, -0.0200, 0.0069], [0.0899, -0.0220, 0.0933], [0.0002, 0.0011, 0.0004], [-0.0004, -0.0028, 0.0004], [-0.0020, -0.0117, -0.0170], [-0.0009, -0.0040, 0.0127], [0.0001, -0.0004, 0.0008], [0.0151, 0.0093, -0.0030], [0.0128, -0.0264, 0.0105], [-0.0048, 0.0089, -0.0067], [0.0066, -0.0094, 0.0039], [-0.0021, -0.0665, 0.0340], [0.0169, 0.0094, -0.0473], [0.0041, 0.0016, -0.0016], [-0.0013, -0.0101, -0.0002], [-0.0870, 0.0044, -0.0072], [-0.0094, -0.0078, 0.0105], [-0.0093, 0.0078, -0.0111], [-0.0299, 0.0065, -0.0011], [-0.0076, 0.0127, 0.0650], [0.0441, 0.0155, -0.0398], [0.0248, -0.0017, 0.0094], [-0.0686, -0.0311, 0.0418], [0.0005, -0.0045, -0.0082], [0.0156, -0.0007, 0.0070], [-0.0148, -0.0070, -0.0041], [-0.0100, 0.0061, -0.0068], [0.0328, 0.0260, 0.0213], [-0.0269, 0.0119, 0.0393], [0.0012, -0.0017, -0.0002], [-0.0005, -0.0006, -0.0035], [-0.0025, 0.0024, -0.0184], [0.0032, -0.0446, -0.0403], [-0.0029, 0.0030, 0.0008], [0.0106, 0.0014, 0.0039], [-0.0029, 0.0005, 0.0029], [-0.0003, 0.0017, -0.0034], [0.0022, 0.0052, -0.0003], [-0.0469, 0.0087, 0.0139], [-0.0406, -0.0233, -0.0431], [-0.0437, 0.0840, 0.0107], [0.0462, -0.0614, 0.0498], [0.0267, -0.1152, 0.0394], [-0.0929, 0.0976, -0.1084], [-0.0035, 0.0089, 0.0333], [0.0024, 0.0423, 0.0110], [0.0226, 0.0032, 0.0092], [0.0176, 0.0114, -0.0042]]}



Entry 5:
{"formula": "C2H7N3", "method": "the ωB97M-V functional and the def2-TZVPD basis", "homo_lumo_gap_ev": 9.96, "energy_ha": -244.57489, "smiles": "[H]/N=C/NNC", "largest_force_ev_per_a": 5.63, "de_lowest_kj_mol": 263.8, "lumo_ev": 1.023, "homo_ha": -0.328, "symbols": ["C", "C", "H", "H", "H", "H", "H", "H", "H", "N", "N", "N"], "xyz": [[1.5846, -0.4900, -0.2569], [-1.4761, 0.2668, -0.2020], [2.2779, 0.2971, -0.6665], [1.2398, -1.2820, -0.9995], [2.2098, -0.8280, 0.4719], [0.1587, 0.0404, 1.3816], [-0.4691, 1.9611, -0.0028], [-2.1410, 0.9149, -0.5865], [-2.3713, -1.2697, 0.2319], [0.7067, 0.3850, 0.5491], [-0.3089, 0.9845, -0.0896], [-1.4111, -0.9801, 0.1693]], "forces_ev_per_angstrom": [[-0.5653, 2.4447, -1.2939], [4.6240, -2.6649, 1.8021], [-0.7367, -1.0545, -0.7882], [-0.0568, 1.2353, 1.1612], [1.6810, -2.0329, 1.9099], [1.9796, -1.0864, -0.9128], [0.5678, 0.8539, 0.0786], [-3.6040, 1.4130, -1.1818], [-0.5284, -0.8649, -0.3665], [-0.2455, -0.1643, 2.2265], [-1.7146, 0.0540, -2.3640], [-1.4010, 1.8672, -0.2712]]}



Entry 6:
{"formula": "C6H9NS", "method": "the ωB97M-V functional and the def2-TZVPD basis", "homo_lumo_gap_ev": [7.70, 7.89], "energy_ha": -686.76396, "largest_force_ev_per_a": 2.79, "de_lowest_kj_mol": 522.1, "lumo_ev": [-0.032, -0.023], "homo_ha": [-0.284, -0.291], "symbols": ["C", "C", "C", "C", "C", "C", "N", "S", "H", "H", "H", "H", "H", "H", "H", "H", "H"], "xyz": [[1.8494, -0.2070, 0.0711], [1.0416, 1.3510, 1.1849], [0.5915, 0.6918, -0.0808], [2.1426, 0.4695, 1.2377], [-0.7813, -0.0115, -0.0918], [-0.8280, -0.7222, -1.4843], [-0.8075, -1.1675, 0.8291], [-1.7990, -0.9272, 2.0438], [2.0022, -1.2177, -0.2611], [0.8383, 2.3028, 1.6557], [0.7582, 1.2039, -0.9877], [3.1647, 0.4746, 1.6935], [-1.6552, 0.6299, -0.1216], [-1.6634, -1.3357, -1.4066], [0.0538, -1.2580, -1.5376], [-0.9400, -0.0305, -2.3488], [-1.7444, -2.1850, 2.5191]], "forces_ev_per_angstrom": [[-2.0977, -0.2487, 0.8351], [1.6887, -0.2326, 0.0708], [-0.9262, -1.3825, 0.6478], [2.1736, 1.0828, 0.1764], [1.2517, -1.3078, -2.1217], [-0.7422, 2.6354, 0.4285], [0.6003, 0.9199, -1.1018], [-0.7858, -0.0744, 1.0465], [0.4834, -0.0184, -0.3168], [-0.2053, -0.1581, 0.0808], [-0.3465, 1.3143, -1.0001], [-1.3429, -0.0167, 0.4647], [-0.0923, 0.5044, 0.8950], [-1.3899, -1.4173, -0.4509], [1.6394, -1.3833, -0.5444], [0.1477, -0.3085, 0.6638], [-0.0560, 0.0918, 0.2263]]}